23
Properties=species:S:1:pos:R:3:forces:R:3:nbo_charge:R:1 method="wB97M-V/def2-TZVPD" e_above_lowest_ev=2.7333 multiplicity=2 homo_lumo_gap_ev="7.56 / 4.34" homo_ha="-0.2974 / -0.2973" charge=0
C -2.57695 0.43862 3.30013 1.875 -5.324 0.670 -0.64
C -0.09151 1.02569 0.52219 -1.073 -2.383 1.953 -0.15
C -0.85689 1.18384 1.68380 1.140 -2.644 -2.367 -0.23
C -0.04575 -0.41179 -0.00300 0.005 3.978 -1.331 0.41
C -1.66567 0.08560 2.14990 -1.473 2.146 0.918 0.15
C -0.96012 -1.31358 0.43666 -1.418 -4.412 3.133 -0.16
C -1.73262 -1.15784 1.57301 2.558 2.173 -2.341 -0.22
O 0.65403 -0.81934 -0.98436 0.219 1.332 -0.948 -0.53
H 0.52361 1.81433 0.16946 0.624 0.282 -0.666 0.27
H -0.74452 1.99301 2.34611 -0.195 1.329 0.230 0.23
H 0.89645 0.04450 -1.63227 1.866 0.684 -0.110 0.54
H -0.83932 -2.37951 0.15999 -0.070 0.941 -0.695 0.24
H -3.44832 -0.25370 3.38410 0.547 0.768 -0.240 0.23
H -2.80834 1.40958 3.25520 -1.060 3.614 0.312 0.23
H -2.15513 -1.95306 2.04885 -1.650 -1.930 0.926 0.23
H -1.91214 0.15894 4.16418 -0.806 0.758 -0.108 0.24
C 2.90157 -0.52481 -3.14289 -0.475 1.177 2.724 -0.73
C 2.09018 0.71834 -3.46999 -0.291 0.021 1.055 0.78
O 1.89620 1.10430 -4.61133 0.021 0.149 0.759 -0.65
O 1.64971 1.23325 -2.31889 -1.348 -1.008 -0.724 -0.86
H 3.43509 -0.90168 -3.92386 1.466 -0.959 -2.312 0.21
H 2.18698 -1.28992 -2.80405 0.460 0.118 0.119 0.20
H 3.60347 -0.20479 -2.30295 -0.922 -0.812 -0.957 0.22